[1]
This record from the Open Molecules 2025 dataset describes 2 unconnected molecules or ions with the total composition C5H14N2S in a non-equilibrium geometry. The level of theory is the ωB97M-V functional and the def2-TZVPD basis.

Structure (XYZ):
```
22
Properties=species:S:1:pos:R:3:lowdin_charge:R:1
C -0.28186 -0.98275 -2.30108 -0.095
C -1.24180 -1.12097 -1.12510 -0.262
C -0.34968 -2.79381 0.34983 0.116
N -0.59406 -1.52530 0.13627 0.008
H 0.33683 -0.09011 -2.12495 0.020
H 0.41182 -1.84524 -2.37150 0.077
H -0.80226 -0.89459 -3.26114 0.083
H -1.77076 -0.16165 -0.99036 0.084
H -2.05385 -1.83772 -1.20778 0.105
H 0.32643 -3.08852 1.15471 0.099
H -0.75147 -3.55769 -0.35261 0.113
H -0.24271 -0.73081 0.89460 0.066
C 1.17627 0.89833 1.71391 -0.363
C 1.39126 1.14253 0.19844 -0.709
S -0.03971 2.07700 -0.49913 0.262
N -0.12324 0.25873 1.94893 -0.060
H 1.19519 1.88035 2.20355 0.099
H 2.04180 0.29186 1.98896 0.099
H 1.49757 0.17774 -0.31198 0.016
H 2.39233 1.63792 0.11546 0.063
H -0.79034 0.98664 1.65817 0.040
H -0.29929 0.00571 2.97855 0.139
```

The LUMO energy is -0.8409 eV. As for the HOMO-LUMO gap: 5.3 eV.

---

[2]
This record from the Open Molecules 2025 dataset describes a single C4H7NO2 molecule in a non-equilibrium geometry. The level of theory is the ωB97M-V functional and the def2-TZVPD basis.

Structure (XYZ):
```
14
Properties=species:S:1:pos:R:3:lowdin_charge:R:1
C -1.29627 0.07663 -0.05810 -0.491
C 0.98317 -0.63585 1.04867 -0.003
C 0.39874 0.15752 -0.01789 -0.486
C 0.92976 1.44383 -0.44869 -0.021
N -1.73779 -1.13855 -0.52801 0.073
O -1.94168 1.04919 0.25981 0.148
O 0.91619 -1.08091 -0.41268 -0.006
H 2.01046 -0.46902 1.28729 0.100
H 0.33923 -1.21354 1.73370 0.129
H 1.93405 1.47292 0.14721 0.116
H 0.38570 2.38793 -0.19616 0.099
H 1.07423 1.37316 -1.61072 0.133
H -1.22648 -2.00956 -0.62883 0.083
H -2.76928 -1.41374 -0.57560 0.124
```

The LUMO energy (spin up / spin down) is 0.9191 / -2.4620 eV. The spin multiplicity is 3. As for the HOMO-LUMO gap (spin up / spin down): 5.2 / 7.4 eV. As for the expectation value of S²: 2.008.

---

[3]
This record from the Open Molecules 2025 dataset describes 4 unconnected molecules or ions with the total composition C16H44N4O4 in a non-equilibrium geometry. The level of theory is the ωB97M-V functional and the def2-TZVPD basis.

Structure (XYZ):
```
68
Properties=species:S:1:pos:R:3:lowdin_charge:R:1
C -0.71911 0.79706 -2.06883 -0.073
C -0.53052 1.53348 -0.73957 -0.410
C 0.56363 0.88784 0.16172 -0.173
O 1.77773 0.58642 -0.59198 -0.193
C 2.78954 0.13804 0.23587 -0.141
N -0.26433 2.92118 -1.19034 0.018
H 0.25982 0.61925 -2.51401 0.075
H -1.37678 1.34904 -2.74031 0.076
H -1.20304 -0.14228 -1.80133 0.072
H -1.45116 1.62643 -0.16349 0.131
H 0.21146 -0.06674 0.55269 0.113
H 0.60018 1.50616 1.05862 0.115
H 2.64150 -0.91165 0.48953 0.082
H 2.89322 0.72390 1.14917 0.089
H 3.65457 0.13623 -0.42731 0.092
H -0.30319 3.61190 -0.45447 0.061
H 0.64459 2.93866 -1.63039 0.068
C -3.50266 -8.44757 -3.86416 -0.084
C -2.08099 -8.88839 -3.85790 -0.436
C -1.10203 -7.74592 -3.34265 -0.179
O -0.91820 -6.68691 -4.31295 -0.197
C -0.09053 -5.63252 -3.83595 -0.113
N -1.97939 -10.04410 -2.97769 0.022
H -3.98218 -8.31708 -2.89403 0.082
H -4.05374 -9.22021 -4.40030 0.079
H -3.50396 -7.45917 -4.32367 0.078
H -1.64744 -9.07131 -4.84110 0.137
H -0.09534 -8.15858 -3.27649 0.116
H -1.38435 -7.46748 -2.32734 0.117
H -0.47379 -5.23158 -2.89762 0.075
H -0.21658 -4.82765 -4.56011 0.087
H 0.96043 -5.88460 -3.69441 0.085
H -2.78620 -10.61306 -3.19084 0.062
H -1.96832 -9.81805 -1.99338 0.069
C 2.51957 -5.45401 3.47412 -0.058
C 1.10214 -6.03787 3.22190 -0.442
C 0.38580 -5.07176 2.28327 -0.234
O -0.95865 -5.37666 2.06896 -0.174
C -1.63400 -4.39880 1.30039 -0.121
N 1.20770 -7.33785 2.59243 0.031
H 3.02125 -6.04343 4.24159 0.070
H 2.39247 -4.41663 3.78363 0.070
H 3.13190 -5.59426 2.58335 0.078
H 0.52935 -6.22131 4.13094 0.136
H 0.86403 -5.10134 1.30423 0.136
H 0.39001 -4.11738 2.80980 0.124
H -2.66499 -4.66331 1.06549 0.085
H -1.16760 -4.08347 0.36705 0.080
H -1.83965 -3.44085 1.77805 0.079
H 1.25093 -7.99735 3.35616 0.073
H 0.34195 -7.48300 2.09292 0.065
C 0.53084 13.97414 1.14788 -0.054
C 0.85427 12.87361 2.21344 -0.440
C 1.34543 11.59304 1.61954 -0.174
O 0.55411 10.99373 0.53724 -0.186
C -0.58448 10.25687 0.86193 -0.137
N 1.67836 13.45344 3.28747 0.035
H 0.81748 14.99112 1.41563 0.067
H -0.48069 13.91195 0.74658 0.071
H 1.14438 13.94895 0.24731 0.069
H -0.14683 12.67142 2.59424 0.120
H 1.28815 10.79663 2.36153 0.111
H 2.40650 11.69811 1.39321 0.129
H -1.52451 10.78097 0.68946 0.082
H -0.64127 9.79244 1.84640 0.085
H -0.49678 9.45605 0.12770 0.088
H 1.11064 14.15318 3.74373 0.070
H 1.90936 12.75292 3.97740 0.064
```

The LUMO energy is 0.4554 eV. The SMILES is COC[C@H](C)N.COC[C@H](C)N.COC[C@H](C)N.COC[C@H](C)N. As for the HOMO-LUMO gap: 9.6 eV.

---

[4]
This record from the Open Molecules 2025 dataset describes a molecular structure, C13H13AsCl2IN4ORuS4 in a non-equilibrium geometry. The level of theory is the ωB97M-V functional and the def2-TZVPD basis.

Structure (XYZ):
```
40
Properties=species:S:1:pos:R:3:lowdin_charge:R:1
Ru 1.01444 1.19394 -0.83713 0.703
S 3.26835 4.87849 -0.17489 -0.142
As 2.88911 3.47965 -1.72481 -0.564
S 3.36501 1.40885 -1.05231 0.011
S 0.71069 3.19792 -2.03408 -0.018
S 3.90033 4.04204 -3.48672 -0.213
C -4.68364 -0.10931 -0.75511 -0.089
N -3.50701 0.62436 -1.16642 0.025
C -2.22408 0.28927 -0.87818 -0.606
N -2.01669 -0.91441 -0.27502 0.203
O -1.31029 1.07942 -1.11808 -0.128
H -5.55678 0.51626 -0.91890 0.084
H -4.63902 -0.36464 0.30632 0.085
H -4.81324 -1.02778 -1.33486 0.081
H -3.60943 1.54966 -1.54317 0.143
H -2.66769 -1.66834 -0.41192 0.102
H -1.04527 -1.16787 -0.15086 0.064
Cl 1.43230 -2.69148 1.96374 0.659
C 1.26393 -2.90914 0.25320 -0.621
C 1.28413 -4.17955 -0.27700 -0.137
C 1.14676 -4.37268 -1.64847 -0.113
C 0.99373 -3.27113 -2.48164 -0.128
C 0.99042 -2.00437 -1.94716 -0.582
Cl 0.78671 -0.60126 -2.95200 0.727
C 1.13100 -1.73554 -0.55016 -0.514
N 1.08901 -0.51409 -0.05703 -0.156
H 1.40242 -5.02232 0.39108 0.097
H 1.15522 -5.37169 -2.06173 0.093
H 0.88817 -3.39540 -3.55183 0.102
I -1.45515 -0.29881 4.22033 0.819
C -0.12680 0.98759 3.21832 -0.695
C 0.91890 1.59992 3.88903 -0.123
C 1.73375 2.45456 3.16142 -0.031
C 1.49363 2.63265 1.80992 -0.135
N 0.49461 2.01157 1.17467 -0.024
C -0.31715 1.21111 1.87224 -0.220
H 1.09363 1.41878 4.94066 0.097
H 2.55520 2.97467 3.63282 0.114
H 2.11290 3.30609 1.21405 -0.033
H -1.14214 0.76301 1.34170 0.066
```

The LUMO energy (spin up / spin down) is 0.9556 / 0.9541 eV. Its charge is -1. As for the HOMO-LUMO gap (spin up / spin down): 4.7 / 4.7 eV.

---

So what do the calculations give for energy above the lowest of the compared OMol25 structures with the same formula, charge and spin? Going down the list: 2.250, 1.863, 2.716, 1.777 eV.